Below is a single C3H4N2S molecule at a distorted geometry, with properties calculated with ωB97M-V/def2-TZVPD.

Values from the calculation:
Relative energy (zero: lowest compared OMol25 entry of this formula, charge and spin) (eV): 5.385
HOMO (spin up / spin down) (eV): -8.218 / -8.217

The geometry in ORCA input format:
```
! wB97M-V def2-TZVPD RIJCOSX def2/J DEFGRID3
* xyz 0 1
C 1.635 1.532 -0.211
C 1.034 -1.023 0.108
C -1.149 -0.231 -0.632
N -0.187 -0.821 -0.083
N -2.220 0.174 0.075
S 2.405 0.097 0.048
H 2.418 2.185 -0.424
H 1.440 -2.026 0.453
H -3.070 -0.042 -0.406
H -2.305 0.154 1.070
*
```

These are the Löwdin partial charges, in e, on atoms 1 to 6: C -0.332; C -0.502; C -0.171; N -0.033; N 0.057; S 0.856